Record 1
DFT (ωB97M-V/def2-TZVPD) results for C55H40MoNOP2SSe2Te2 as an isolated structure in a non-equilibrium geometry.

Lowest unoccupied orbital energy (alpha / beta), eV: -3.11 / -3.58
Strongest force on any atom, Eh/bohr: 0.0827
Energy, eV: -237760.544
Gap between HOMO and LUMO (alpha / beta), eV: 6.717 / 6.386
HOMO energy (alpha / beta), eV: -9.8 / -10.0

The geometry in ORCA input format:
```
! RIJCOSX wB97M-V def2-TZVPD def2/J DEFGRID3
* xyz 1 3
Mo -0.689 0.124 0.440
O 2.289 0.648 -0.957
S 1.801 -0.097 0.203
C 2.476 -1.684 0.345
C 3.858 -1.661 0.370
C 4.640 -2.784 0.664
C 4.012 -3.983 0.801
C 4.519 -5.387 1.067
C 3.366 -6.293 0.683
C 2.129 -5.408 0.632
C 0.820 -5.596 0.263
C 0.002 -4.500 -0.047
C 0.433 -3.222 -0.105
P -0.737 -1.992 -0.845
C -2.289 -2.858 -0.994
C -2.724 -3.392 0.178
C -3.932 -4.101 0.280
C -4.709 -4.201 -0.843
C -4.269 -3.727 -2.088
C -3.062 -3.007 -2.160
C -0.066 -2.077 -2.563
C 0.196 -3.319 -3.155
C 0.624 -3.401 -4.458
C 0.921 -2.160 -5.143
C 0.657 -0.917 -4.557
C 0.105 -0.923 -3.295
C 1.781 -2.936 0.355
C 2.631 -4.039 0.653
C 2.446 0.810 1.574
C 2.928 0.142 2.673
C 3.332 0.777 3.806
C 3.320 2.122 3.788
C 3.718 3.162 4.857
C 3.146 4.529 4.325
C 2.481 4.194 3.000
C 1.735 4.974 2.195
C 1.043 4.308 1.151
C 1.237 3.016 0.833
P 0.071 2.434 -0.365
C -1.476 3.257 -0.092
C -2.129 3.990 -1.012
C -3.562 4.342 -0.797
C -4.247 4.173 0.328
C -3.724 3.279 1.422
C -2.276 2.697 1.087
C 0.656 2.950 -1.989
C 2.001 3.377 -2.092
C 2.515 3.726 -3.333
C 1.688 3.902 -4.394
C 0.377 3.427 -4.308
C -0.129 2.937 -3.108
C 2.107 2.208 1.626
C 2.660 2.808 2.752
H 4.365 -0.738 0.266
H 5.722 -2.665 0.774
H 4.779 -5.478 2.148
H 5.429 -5.555 0.492
H 3.166 -7.061 1.438
H 3.447 -6.713 -0.327
H 0.412 -6.581 0.002
H -0.986 -4.804 -0.399
H -2.121 -3.228 1.059
H -4.261 -4.636 1.147
H -5.622 -4.756 -0.869
H -4.874 -3.844 -3.010
H -2.774 -2.636 -3.082
H -0.002 -4.274 -2.664
H 0.856 -4.305 -4.893
H 1.286 -2.171 -6.178
H 0.870 0.026 -5.046
H -0.036 -0.012 -2.824
H 3.137 -0.908 2.573
H 3.967 0.311 4.602
H 4.781 3.080 5.020
H 3.215 2.778 5.790
H 3.851 5.352 4.263
H 2.299 4.840 4.962
H 1.636 6.023 2.435
H 0.310 4.876 0.515
H -1.699 4.391 -1.875
H -3.926 4.956 -1.536
H -5.220 4.573 0.384
H -3.710 3.881 2.334
H -1.583 2.919 1.956
H 2.639 3.331 -1.264
H 3.570 4.060 -3.388
H 2.088 4.280 -5.322
H -0.264 3.749 -5.084
H -1.075 2.495 -3.074
Se -0.234 1.064 3.115
Te -0.198 -1.441 2.667
Te -2.566 -2.113 3.813
Se -4.199 -0.949 2.336
N -7.523 1.143 -0.129
C -6.381 1.139 0.054
C -4.986 1.236 0.315
C -4.489 1.891 1.602
C -3.391 0.945 2.154
C -2.460 1.200 0.978
C -2.716 0.644 -0.296
C -4.158 0.554 -0.532
H -5.320 2.101 2.234
H -3.053 1.198 3.171
H -2.109 1.242 -1.098
H -4.588 -0.060 -1.358
*
```

---

Record 2
DFT (ωB97M-V/def2-TZVPD) results for a 21-piece molecular cluster, C18H64ClFNO24P overall in a non-equilibrium geometry.

Lowest unoccupied orbital energy, eV: -0.88
Strongest force on any atom, Eh/bohr: 0.0703
Energy, eV: -94863.040
Gap between HOMO and LUMO, eV: 8.510
HOMO energy, eV: -9.4

The geometry in ORCA input format:
```
! RIJCOSX wB97M-V def2-TZVPD def2/J DEFGRID3
* xyz 0 1
O -3.086 -1.543 -0.750
O -2.023 0.656 3.345
F -3.854 1.086 -6.961
Cl -5.553 -1.196 -6.014
N -0.281 2.647 1.248
O -1.282 -0.628 -1.779
O -1.371 -1.124 1.888
C -2.472 -0.582 -1.110
C -0.267 1.341 1.165
C -3.446 1.985 -4.866
C -3.508 1.999 -3.485
C -4.984 0.129 -3.583
C -4.009 0.999 -5.628
C -4.851 0.015 -5.027
C -4.324 1.157 -2.774
C 0.873 0.717 0.331
C -4.272 1.179 -1.258
C 4.063 -1.511 2.011
C 3.591 -1.442 0.555
C 3.379 -0.478 2.985
C 3.384 0.063 0.286
C 2.082 0.032 2.482
C -2.890 0.827 -0.574
C 2.227 0.669 1.094
C -3.193 0.997 0.964
P -1.694 0.384 1.912
H -1.085 3.121 1.735
H -0.965 -1.551 -1.708
H -0.943 -1.266 2.753
H -2.893 2.769 -5.341
H -3.061 2.843 -2.977
H -5.666 -0.623 -3.141
H 0.954 1.363 -0.516
H 0.623 -0.288 0.117
H -4.530 2.148 -0.823
H -5.054 0.505 -0.911
H 3.995 -2.549 2.391
H 5.116 -1.252 2.029
H 4.337 -1.938 -0.086
H 2.646 -1.989 0.448
H 4.046 0.383 3.087
H 3.313 -1.003 4.005
H 4.292 0.602 0.510
H 3.183 0.333 -0.771
H 1.423 -0.824 2.547
H 1.659 0.765 3.133
H -2.106 1.444 -0.900
H 2.543 1.661 1.196
H -4.110 0.553 1.261
H -3.292 2.075 1.125
O -2.579 4.216 2.070
H -2.655 5.122 1.625
H -2.943 4.295 3.011
O -5.675 -3.465 -3.312
H -6.459 -3.131 -3.858
H -4.825 -3.238 -3.812
O -2.124 -3.671 1.479
H -2.790 -3.539 2.229
H -1.609 -2.808 1.359
O -0.338 -3.256 -1.814
H 0.192 -3.995 -1.370
H 0.177 -2.944 -2.627
O 7.959 -2.029 1.820
H 8.080 -2.223 2.806
H 7.195 -2.597 1.478
O -0.606 -2.145 4.116
H -0.199 -3.072 4.128
H -0.576 -1.776 5.058
O -4.283 -0.323 4.020
H -3.402 0.102 3.763
H -4.401 -0.226 5.020
O -1.671 1.477 6.015
H -1.897 1.132 5.091
H -2.537 1.702 6.488
O 3.554 -0.444 -3.406
H 3.135 -1.314 -3.105
H 3.336 0.266 -2.719
O 6.116 -2.826 -2.087
H 6.573 -2.577 -2.954
H 5.188 -3.165 -2.306
O 5.378 -5.046 2.931
H 5.295 -4.428 2.134
H 5.959 -5.830 2.663
O 2.682 -0.731 6.699
H 2.096 -0.018 6.285
H 2.505 -1.603 6.218
O 6.289 -3.776 0.476
H 6.758 -4.660 0.324
H 6.037 -3.394 -0.426
O -5.761 -2.749 -0.411
H -6.017 -2.802 -1.389
H -4.784 -2.493 -0.355
O 0.286 4.244 -1.072
H -0.099 3.656 -0.344
H 1.222 3.918 -1.278
O 0.807 -1.994 -4.033
H 0.386 -1.313 -4.651
H 1.662 -2.323 -4.463
O 3.139 3.618 -0.642
H 3.784 3.417 -1.395
H 3.612 4.209 0.029
O 1.776 3.737 2.993
H 1.436 2.981 2.412
H 2.752 3.889 2.772
O -3.332 5.426 -4.265
H -4.185 4.924 -4.055
H -2.752 5.422 -3.436
O -1.346 4.708 -6.183
H -1.795 5.256 -5.460
H -0.387 4.546 -5.906
*
```

---

Record 3
DFT (ωB97M-V/def2-TZVPD) results for C6H9O4Sn as an isolated structure in a non-equilibrium geometry.

Lowest unoccupied orbital energy (alpha / beta), eV: 0.08 / -0.09
Strongest force on any atom, Eh/bohr: 0.1534
Energy, eV: -20379.642
Gap between HOMO and LUMO (alpha / beta), eV: 6.003 / 8.200
Relative energy (zero: lowest compared OMol25 entry of this formula, charge and spin), kJ/mol: 75.6
HOMO energy (alpha / beta), eV: -5.9 / -8.3

The geometry in ORCA input format:
```
! RIJCOSX wB97M-V def2-TZVPD def2/J DEFGRID3
* xyz 0 2
O 0.233 -3.627 0.271
C -0.597 -2.742 0.626
O -1.669 -2.602 -0.025
O -0.102 -1.782 1.388
C 0.206 -0.442 0.944
Sn -1.260 -4.328 -0.834
H -0.251 -0.632 -0.042
H 0.937 -0.371 1.768
C -0.218 1.360 1.889
C 0.178 1.967 0.677
H -1.259 1.118 2.120
H 0.407 1.594 2.759
H -0.397 2.832 0.328
C 0.756 1.124 -0.309
C 0.328 1.398 -1.734
O 0.825 0.377 -2.582
H 1.807 0.826 -0.224
H 0.720 2.383 -2.042
H -0.773 1.442 -1.793
H 0.131 0.106 -3.187
*
```

---

Record 4
DFT (ωB97M-V/def2-TZVPD) results for a 8-piece molecular cluster, C26H42N10O2 overall in a non-equilibrium geometry.

Lowest unoccupied orbital energy, eV: 0.10
Strongest force on any atom, Eh/bohr: 0.0422
Energy, eV: -46639.890
Gap between HOMO and LUMO, eV: 8.232
Relative energy (zero: lowest compared OMol25 entry of this formula, charge and spin), kJ/mol: 0.0
HOMO energy, eV: -8.1
SMILES: c1cc[nH]c1.c1cc[nH]c1.c1cc[nH]c1.c1cc[nH]c1.NC(N)=O.NC(N)=O.CCCC#N.CCCC#N

The geometry in ORCA input format:
```
! RIJCOSX wB97M-V def2-TZVPD def2/J DEFGRID3
* xyz 0 1
C 5.813 0.405 1.273
O 6.832 -0.273 1.073
N 5.897 1.569 1.973
N 4.581 0.022 0.842
H 6.828 1.830 2.232
H 5.125 2.214 1.993
H 3.799 0.642 0.968
H 4.465 -0.912 0.506
C -0.566 -0.475 0.185
O -1.362 -0.123 1.063
N -0.849 -1.433 -0.734
N 0.754 -0.075 0.205
H -0.129 -1.659 -1.406
H -1.759 -1.869 -0.691
H 1.394 -0.544 -0.406
H 1.104 0.367 1.036
C -2.881 4.807 0.282
C -1.457 4.311 0.173
C -1.277 2.959 0.873
C -1.349 3.113 2.345
N -1.328 3.260 3.483
H -3.205 4.828 1.323
H -3.529 4.124 -0.269
H -2.973 5.793 -0.173
H -0.680 4.989 0.527
H -1.222 4.116 -0.878
H -0.394 2.367 0.626
H -2.061 2.254 0.575
C 3.246 0.711 5.532
C 2.519 2.041 5.443
C 1.440 2.015 4.328
C 2.031 2.014 2.991
N 2.432 2.031 1.914
H 4.098 0.755 6.217
H 3.694 0.418 4.580
H 2.615 -0.086 5.926
H 3.208 2.777 5.013
H 2.199 2.408 6.413
H 0.923 2.977 4.336
H 0.702 1.226 4.454
N -0.160 -1.142 -4.185
C -0.283 -2.501 -4.152
C 0.735 -2.966 -3.325
C 1.479 -1.846 -2.933
C 0.966 -0.719 -3.537
H -0.712 -0.569 -4.801
H -1.054 -3.036 -4.674
H 0.911 -3.930 -2.872
H 2.354 -1.690 -2.315
H 1.239 0.314 -3.447
N -0.488 -4.806 0.112
C -0.366 -4.317 1.373
C 0.065 -5.348 2.184
C 0.238 -6.465 1.344
C -0.236 -6.171 0.095
H -0.904 -4.322 -0.665
H -0.622 -3.296 1.604
H 0.315 -5.353 3.231
H 0.455 -7.475 1.663
H -0.355 -6.744 -0.806
N -2.461 2.580 -2.926
C -1.243 2.120 -2.477
C -0.266 2.664 -3.274
C -0.927 3.569 -4.112
C -2.279 3.438 -3.962
H -3.349 2.332 -2.531
H -1.230 1.386 -1.684
H 0.785 2.439 -3.248
H -0.379 4.133 -4.856
H -3.068 3.880 -4.545
N -3.634 -1.329 -2.332
C -3.988 -1.214 -1.016
C -4.018 -2.511 -0.524
C -3.714 -3.410 -1.593
C -3.535 -2.616 -2.709
H -3.563 -0.533 -2.939
H -4.042 -0.249 -0.544
H -4.279 -2.841 0.468
H -3.651 -4.479 -1.484
H -3.412 -2.872 -3.749
*
```